Entry 1:
Computed, not measured: AgFH14O7 as an isolated structure, with ωB97M-V/def2-TZVPD.

Last column: Löwdin spin population.
Atoms and positions in Å:
Ag -1.1293 0.6510 -2.4960  0.00
F -0.2135 -0.0500 -0.4271  0.00
O -0.1631 -2.8337 -0.3678  0.01
H -0.0713 -1.8668 -0.3062  0.00
H -0.8762 -2.9704 -1.0022  0.00
O 2.3925 -0.9399 -1.6311  0.00
H 1.9277 -1.7589 -1.3984  0.00
H 1.7474 -0.4298 -2.1294  0.00
O 1.2286 -0.8233 2.1340  0.72
H 0.7116 -0.5670 1.3200  0.00
H 2.1097 -0.3601 2.0309  0.00
O -1.2054 2.8586 0.1995  0.00
H -1.1806 1.8955 0.2975  0.00
H -1.0273 3.0123 -0.7345  0.00
O 3.0318 0.5804 0.8217  0.05
H 2.3681 0.2714 0.1793  0.00
H 3.7180 1.0016 0.2858  0.00
O -1.6393 -0.1418 2.0222  0.21
H -1.1149 0.3291 2.6955  0.00
H -1.0798 -0.1578 1.2194  0.00
O -2.9202 0.8177 -1.1951  0.00
H -3.4890 0.0491 -1.0460  0.00
H -3.1255 1.4327 -0.4722  0.00

DFT total energy in eV: -21265.519
Orbital gap (alpha / beta) in eV: 9.436 / 4.451
Charge: +1
M in g mol⁻¹: 252.97
2S+1: 2

Entry 2:
Computed, not measured: C27H38CoN3O7PS5 as an isolated structure at a distorted geometry, with ωB97M-V/def2-TZVPD.

Last column: Löwdin spin population.
Atoms and positions in Å:
Co 0.6667 0.4060 1.0395  1.02
C 0.2291 -4.4446 5.5774  0.00
C 0.4809 -2.9728 5.3829  0.00
C 1.6639 -2.5202 4.8113  0.00
C 1.8859 -1.1658 4.6044  0.00
C 0.9061 -0.2577 4.9653  0.00
C -0.2857 -0.6872 5.5311  0.00
C -0.4870 -2.0395 5.7464  0.00
S 1.1495 1.4641 4.6599  0.00
O 2.5358 1.7688 4.9578  0.00
O 0.1689 2.1838 5.4552  0.00
N 0.8248 1.5046 3.1043  0.02
C 0.8013 2.6742 2.4383  0.00
C 1.1048 3.9741 2.9114  0.00
C 1.1408 5.0108 2.0144  0.00
C 0.8760 4.7914 0.6576  0.00
C 0.5530 3.5063 0.2805  0.00
N 0.4739 2.4902 1.1353  0.00
H 1.0776 -5.0364 5.2336  0.00
H -0.6508 -4.7683 5.0171  0.00
H 0.0535 -4.6832 6.6296  0.00
H 2.4126 -3.2349 4.4900  0.00
H 2.7923 -0.8167 4.1301  0.00
H -1.0453 0.0414 5.7792  0.00
H -1.4257 -2.3785 6.1723  0.00
H 1.3361 4.1234 3.9556  0.00
H 1.3943 6.0057 2.3648  0.00
H 0.9263 5.5834 -0.0762  0.00
H 0.3363 3.2598 -0.7547  0.00
C -3.0743 2.4246 -1.8237  0.00
N -3.0109 1.2218 -1.0292  0.00
C -4.2493 0.4832 -1.1118  0.00
C -2.5874 1.5509 0.3408  0.00
C -2.3951 0.3635 1.2550  -0.01
C -3.5562 -0.1150 1.8730  0.00
C -3.5474 -1.2332 2.6861  0.00
C -2.3365 -1.8800 2.8885  0.00
C -1.1794 -1.3768 2.3158  0.00
C -1.1338 -0.2321 1.4940  -0.04
H -3.3526 2.1841 -2.8525  0.00
H -2.0994 2.9160 -1.8406  0.00
H -3.8123 3.1501 -1.4286  0.00
H -1.0807 0.0969 -1.9792  0.00
H -5.1125 1.0565 -0.7185  0.00
H -4.1755 -0.4449 -0.5496  0.00
H -4.4521 0.2388 -2.1574  0.00
H -3.3339 2.2394 0.7854  0.00
H -1.6532 2.0980 0.2618  0.00
H -4.4913 0.4133 1.7027  0.00
H -4.4598 -1.5866 3.1544  0.00
H -2.2835 -2.7609 3.5211  0.00
H -0.2507 -1.8914 2.5360  0.00
C 4.1536 -1.8400 -3.7379  0.00
C 2.9652 -1.4400 -4.5900  0.00
C 3.3846 -0.5933 -5.7781  0.00
O 2.0117 -0.6284 -3.8749  0.00
P 0.9266 -1.2602 -2.8610  0.00
S 0.9395 -3.1714 -2.4608  0.00
S 0.2001 0.2796 -1.6410  0.02
O -0.3995 -1.1689 -3.8977  0.00
C -0.4214 -0.5138 -5.1500  0.00
C -0.4216 1.0039 -5.0279  0.00
C -1.6751 -1.0062 -5.8569  0.00
H 4.8828 -2.3490 -4.3775  0.00
H 3.8569 -2.5035 -2.9309  0.00
H 4.6168 -0.9620 -3.2871  0.00
H 2.4477 -2.3419 -4.9346  0.00
H 3.9067 0.3000 -5.4294  0.00
H 2.5192 -0.2785 -6.3638  0.00
H 4.0592 -1.1581 -6.4251  0.00
H 0.4508 -0.8186 -5.7407  0.00
H -1.2945 1.3338 -4.4588  0.00
H -0.4659 1.4562 -6.0239  0.00
H 0.4702 1.3626 -4.5180  0.00
H -2.5643 -0.6896 -5.3067  0.00
H -1.6749 -2.0951 -5.9038  0.00
H -1.7328 -0.6025 -6.8715  0.00
O 2.5379 0.8202 0.2131  -0.01
S 3.0311 -0.5636 -0.0889  0.00
O 2.6017 -0.9505 -1.4699  0.00
O 4.4657 -0.6957 0.0121  0.00
S 1.9543 -1.6241 1.2436  -0.02

DFT total energy in eV: -148514.826
Orbital gap (alpha / beta) in eV: 6.660 / 6.571
Charge: -2
M in g mol⁻¹: 766.86
2S+1: 2

Entry 3:
Computed, not measured: C26H17AsF11IrN7 as an isolated structure, with ωB97M-V/def2-TZVPD.

Last column: Löwdin spin population.
Atoms and positions in Å:
Ir -0.3236 0.3049 0.0043  0.06
C 3.9813 0.4575 0.5158  0.00
C 2.7247 0.4783 -0.0940  0.00
N 1.6308 0.2681 0.6244  0.00
C 1.7741 -0.0525 1.9446  0.00
C 3.0346 -0.0757 2.5017  0.00
N 4.1363 0.1947 1.8020  0.00
C 0.5336 -0.4263 2.6563  0.00
C 0.3912 -0.8418 3.9694  0.00
C -0.8719 -1.1978 4.4375  0.00
C -1.9671 -1.1441 3.5726  0.00
C -1.7733 -0.7211 2.2728  0.00
N -0.5465 -0.3742 1.8691  0.00
C -2.7853 -0.5869 1.2032  0.00
C -4.1278 -0.8965 1.3461  0.00
N -5.0027 -0.7653 0.3578  0.00
C -4.5414 -0.3130 -0.7995  0.00
C -3.2061 0.0134 -0.9880  0.00
N -2.3369 -0.1286 0.0066  0.01
C -1.0527 -1.6348 5.8409  0.00
C -0.1358 -2.4815 6.4531  0.00
C -0.3547 -2.8631 7.7680  0.00
N -1.3966 -2.4589 8.4877  0.00
C -2.2673 -1.6452 7.8986  0.00
C -2.1452 -1.2095 6.5879  0.00
H 4.8550 0.6865 -0.0803  0.00
H 2.6026 0.6993 -1.1429  0.00
H 3.1706 -0.3173 3.5489  0.00
H 1.2400 -0.8696 4.6379  0.00
H -2.9450 -1.4436 3.9218  0.00
H -4.5094 -1.2615 2.2917  0.00
H -5.2498 -0.2009 -1.6102  0.00
H -2.8175 0.3896 -1.9240  0.00
H 0.7215 -2.8623 5.9133  0.00
H 0.3408 -3.5302 8.2642  0.00
H -3.1046 -1.3191 8.5048  0.00
H -2.8749 -0.5266 6.1725  0.00
F -1.1613 2.1177 2.1775  0.00
C -0.8452 2.1323 0.8334  -0.01
F -1.9978 2.5683 0.2177  0.00
C 0.1465 3.3040 0.6662  0.00
F 1.3550 2.9762 1.1430  0.00
F 0.2506 3.6371 -0.6113  0.00
F -0.2784 4.3738 1.3492  0.00
N -0.0125 0.0727 -1.7994  0.44
C 0.1657 0.2728 -3.0840  0.04
C 0.0790 1.5805 -3.6502  0.15
C 0.2666 1.7618 -4.9979  -0.01
C 0.5432 0.6752 -5.8266  0.18
C 0.6370 -0.6149 -5.2929  -0.01
C 0.4535 -0.8254 -3.9519  0.14
H -0.0773 2.4170 -2.9826  0.01
H 0.2438 2.7621 -5.4064  0.00
H 0.7092 0.8328 -6.8836  0.01
H 0.8674 -1.4486 -5.9433  0.00
H 0.5315 -1.8117 -3.5130  0.01
F 2.4641 2.6659 -1.6911  0.00
As 3.6324 2.9120 -2.9863  0.00
F 4.0271 4.4597 -2.3377  0.00
F 4.8291 2.1642 -1.9476  0.00
F 4.7877 3.0821 -4.2505  0.00
F 3.2019 1.3192 -3.5658  0.00
F 2.3855 3.6165 -3.9635  0.00

DFT total energy in eV: -131241.978
Orbital gap (alpha / beta) in eV: 5.575 / 6.946
M in g mol⁻¹: 903.59
2S+1: 2
Energy relative to the best compared isomer or geometry (same formula, charge and spin) in kcal/mol: 14.7

Entry 4:
Computed, not measured: a 2-piece molecular cluster, C5H4Br2N2 overall at a distorted geometry, with ωB97M-V/def2-TZVPD.

Last column: natural (NBO) charge in e.
Atoms and positions in Å:
C 2.1914 -0.7773 -0.3867  -0.33
C 2.1211 0.0568 0.7532  -0.10
C 0.8879 -0.7013 -0.8903  -0.10
C -2.3152 0.6463 0.7852  -0.33
C -1.8593 0.3365 -0.4111  0.04
N 0.8411 0.5074 0.9748  -0.29
N 0.2057 0.0253 -0.0199  -0.10
Br -4.1914 1.1906 0.7811  0.05
Br -2.3227 0.1389 -2.2026  0.25
H 3.0101 -1.1923 -0.9409  0.23
H 2.8765 -0.1067 1.5203  0.21
H 0.3612 -1.1380 -1.6185  0.20
H -1.8064 1.0137 1.6554  0.29

DFT total energy in eV: -148309.894
Orbital gap in eV: 7.983
M in g mol⁻¹: 251.91
Energy relative to the best compared isomer or geometry (same formula, charge and spin) in kcal/mol: 73.4

Entry 5:
Computed, not measured: C20H43GaN2OP3 as an isolated structure at a distorted geometry, with ωB97M-V/def2-TZVPD.

Last column: natural (NBO) charge in e.
Atoms and positions in Å:
Ga 0.6675 -0.7954 0.4258  1.03
P 1.4574 -1.3733 2.6164  0.91
P 0.7228 -1.8615 -1.5344  0.94
P -1.6868 -0.2263 1.2098  0.95
H 1.2453 2.5824 -1.0054  0.21
C 0.4409 2.9571 -0.3490  -0.40
C 0.6897 3.2821 0.9270  -0.36
H 1.7187 3.3790 1.2691  0.19
C 3.2431 -1.4551 2.9656  -0.94
C 0.8734 -3.0603 3.0183  -0.94
C 0.8028 -0.3199 3.9880  -0.93
C 0.0904 -0.9751 -2.9598  -0.98
C 2.4621 -2.1827 -1.8234  -0.95
C -0.1771 -3.3962 -1.2079  -0.95
C -2.0789 1.2563 2.1960  -0.94
C -2.3829 -1.6256 2.1597  -0.95
C -2.7687 -0.0364 -0.2173  -0.98
H -0.5949 2.9136 -0.7168  0.20
H -0.0967 3.4196 1.6639  0.20
H 3.6136 -0.4904 3.3380  0.27
H 3.7977 -1.7317 2.0584  0.26
H 3.4083 -2.2082 3.7487  0.29
H 1.1990 -3.7401 2.2169  0.26
H -0.2245 -3.0925 3.0932  0.26
H 1.3287 -3.3856 3.9685  0.29
H 1.0402 0.7413 3.7988  0.27
H 1.2578 -0.6107 4.9536  0.30
H -0.2913 -0.4216 4.0709  0.25
H 0.0292 -1.6576 -3.8206  0.30
H 0.7150 -0.1100 -3.2110  0.30
H -0.8863 -0.5343 -2.7476  0.29
H 2.5587 -3.0179 -2.5251  0.30
H 2.9659 -2.4237 -0.8836  0.26
H 2.9519 -1.2815 -2.2048  0.29
H 0.1228 -4.1617 -1.9364  0.30
H -1.2624 -3.2354 -1.2545  0.29
H 0.0411 -3.7570 -0.1918  0.26
H -3.1497 1.3230 2.4335  0.29
H -1.7947 2.1622 1.6498  0.27
H -1.5252 1.2451 3.1401  0.25
H -3.4731 -1.5637 2.2724  0.30
H -1.9441 -1.6701 3.1636  0.25
H -2.1574 -2.5668 1.6452  0.25
H -3.8233 0.0762 0.0537  0.29
H -2.6974 -0.8837 -0.9030  0.28
H -2.4676 0.8536 -0.7786  0.28
C -3.9247 0.3518 -3.4649  0.36
C -4.1930 0.2719 -4.8385  -0.31
C -5.1056 1.1746 -5.3954  -0.16
C -5.7086 2.1461 -4.5698  -0.21
C -5.4831 2.1702 -3.1818  -0.17
C -4.6411 1.2069 -2.6176  -0.32
O -2.8900 -0.3808 -2.9336  -0.76
H -2.4220 -0.8875 -3.6283  0.48
H -3.6896 -0.4949 -5.4294  0.21
H -5.3560 1.1175 -6.4651  0.25
H -6.3831 2.8805 -5.0060  0.24
H -5.9587 2.9078 -2.5223  0.24
H -4.4992 1.1173 -1.5446  0.19
C 6.1436 1.1995 0.6995  -0.40
N 4.8394 1.8293 0.9948  -0.45
C 4.8523 2.8455 2.0656  -0.39
C 3.7274 1.1857 0.7135  0.65
N 2.7127 0.6209 0.4826  -0.61
H 6.9051 1.8280 1.1729  0.25
H 6.3526 1.1217 -0.3795  0.24
H 6.1978 0.1796 1.1198  0.21
H 4.2674 3.7113 1.7331  0.23
H 4.3971 2.4371 2.9776  0.20
H 5.8983 3.1204 2.2430  0.25

DFT total energy in eV: -106681.392
Orbital gap in eV: 4.893
Charge: +3
M in g mol⁻¹: 490.22
Energy relative to the best compared isomer or geometry (same formula, charge and spin) in kcal/mol: 3.1

Entry 6:
Computed, not measured: the molecule C4H12N2O at a distorted geometry, with ωB97M-V/def2-TZVPD.

Last column: natural (NBO) charge in e.
Atoms and positions in Å:
C 2.7012 0.1950 -0.1480  -0.39
N 1.4602 -0.1671 -0.7659  -0.66
C 0.2312 0.1235 -0.0787  -0.08
C -0.8424 0.5074 -1.0892  -0.07
O -1.9559 1.1861 -0.4653  -0.73
C -0.1760 -0.9421 0.9451  -0.23
N -1.4355 -0.8307 1.6692  -0.83
H 3.5163 0.3397 -0.8608  0.20
H 2.5611 1.1389 0.3573  0.19
H 2.9741 -0.5068 0.6537  0.17
H 1.3282 -0.6673 -1.6267  0.38
H 0.4336 1.0481 0.4793  0.18
H -0.4248 1.2504 -1.7611  0.19
H -1.2240 -0.3431 -1.6520  0.16
H -2.6826 0.5577 -0.4722  0.46
H -0.1761 -1.9011 0.3919  0.18
H 0.6629 -1.1040 1.6340  0.18
H -1.7491 0.1305 1.7023  0.36
H -2.1735 -1.2833 1.1256  0.34

DFT total energy in eV: -9369.231
Orbital gap in eV: 9.005
M in g mol⁻¹: 104.15
Energy relative to the best compared isomer or geometry (same formula, charge and spin) in kcal/mol: 45.3